11 unconnected molecules or ions with the total composition C31H44Cl4O27 at a distorted geometry. Source: OMol25; level of theory: ωB97M-V with the def2-TZVPD basis set.

## Properties
energy above the lowest of the compared OMol25 structures with the same formula, charge and spin = 4.517 eV
LUMO energy = -0.009 Ha
SMILES = O=C1OCCO1.O=C1OCCO1.O=C1OCCO1.O=C1OCCO1.O=C1OCCO1.O=C1OCCO1.O=C1OCCO1.O=C1OCCO1.O=C1OCCO1.ClCCCl.ClCCCl
strongest force on any atom = 5.1 eV Å⁻¹
HOMO-LUMO gap = 10.2 eV

Last column: Löwdin charge in e.
Positions of all 106 atoms, in Å:
Cl (23.676, 25.904, -9.361)  0.59
Cl (25.746, 27.614, -11.468)  0.52
Cl (20.018, 21.533, -2.623)  0.57
Cl (16.912, 24.361, -2.179)  0.60
O (20.860, 27.477, -3.569)  0.14
O (23.799, 22.142, -1.660)  0.02
O (24.388, 22.726, -6.797)  0.01
O (25.592, 21.961, -0.194)  0.13
O (19.603, 25.721, -4.356)  0.05
O (21.991, 21.623, -12.774)  0.11
O (25.995, 29.281, -5.121)  0.06
O (23.935, 22.606, -12.793)  0.11
O (26.053, 27.497, -3.771)  0.18
O (27.385, 20.640, -5.345)  0.09
O (29.759, 24.734, -5.825)  0.04
O (25.046, 16.429, -7.783)  0.04
O (31.871, 24.327, -6.654)  0.11
O (25.892, 22.169, -2.376)  0.11
O (22.355, 22.055, -6.028)  0.11
O (24.735, 27.519, -5.678)  0.04
O (27.898, 22.029, -7.031)  0.11
O (25.549, 18.095, -9.266)  0.10
O (27.794, 21.841, -12.077)  0.11
O (27.195, 20.971, -13.973)  0.06
O (23.414, 17.867, -8.320)  0.06
O (28.168, 19.815, -7.236)  0.11
O (30.315, 25.676, -7.770)  0.05
O (27.357, 23.231, -13.817)  0.12
O (22.937, 21.832, -8.263)  0.09
O (21.145, 26.612, -5.611)  0.05
O (22.192, 23.382, -14.089)  0.11
C (27.892, 20.436, -11.870)  -0.11
C (24.759, 28.472, -6.793)  -0.13
C (27.884, 20.902, -6.546)  -0.54
C (20.863, 22.820, -14.306)  -0.09
C (26.926, 19.344, -5.325)  -0.16
C (27.464, 22.141, -13.269)  -0.57
C (25.332, 29.722, -6.214)  -0.19
C (25.078, 22.410, -3.539)  -0.07
C (20.770, 25.549, -6.419)  -0.12
C (25.161, 22.009, -1.333)  -0.55
C (24.237, 21.839, -8.860)  -0.07
C (25.662, 28.030, -4.750)  -0.53
C (27.173, 19.902, -13.038)  -0.15
C (22.774, 22.601, -13.199)  -0.57
C (28.913, 25.753, -7.745)  -0.11
C (20.596, 26.610, -4.381)  -0.55
C (20.706, 21.887, -13.176)  -0.18
C (27.599, 18.709, -6.520)  -0.09
C (17.813, 22.987, -2.772)  -0.73
C (23.604, 22.356, -3.015)  -0.16
C (19.472, 25.095, -5.677)  -0.07
C (24.273, 25.341, -10.936)  -0.64
C (25.040, 22.902, -8.029)  -0.12
C (30.765, 24.872, -6.764)  -0.47
C (28.595, 25.371, -6.267)  -0.13
C (25.697, 25.827, -11.439)  -0.60
C (19.186, 23.054, -2.185)  -0.66
C (23.103, 22.133, -6.989)  -0.50
C (24.694, 17.480, -8.600)  -0.47
C (22.987, 17.164, -7.163)  -0.10
C (23.885, 15.947, -7.257)  -0.17
H (21.428, 24.682, -6.364)  0.12
H (18.614, 25.384, -6.284)  0.13
H (24.297, 15.522, -6.342)  0.14
H (28.369, 18.129, -6.013)  0.13
H (24.333, 24.253, -10.897)  0.03
H (27.122, 18.824, -4.387)  0.14
H (20.499, 25.939, -7.400)  0.13
H (27.787, 24.663, -6.087)  0.12
H (24.698, 20.852, -8.875)  0.12
H (23.551, 25.598, -11.711)  0.07
H (28.918, 20.070, -11.899)  0.14
H (25.838, 19.287, -5.357)  0.12
H (17.280, 22.116, -2.392)  0.07
H (25.836, 25.636, -12.504)  0.06
H (24.099, 22.126, -9.902)  0.11
H (25.378, 28.299, -7.673)  0.11
H (19.462, 24.013, -5.546)  0.12
H (19.887, 23.762, -2.627)  0.05
H (23.475, 15.148, -7.876)  0.14
H (23.044, 17.712, -6.222)  0.14
H (17.861, 22.936, -3.859)  0.06
H (21.971, 16.807, -7.333)  0.14
H (26.202, 19.498, -12.750)  0.13
H (26.992, 17.948, -7.011)  0.11
H (26.567, 25.348, -10.989)  0.07
H (23.054, 23.297, -3.047)  0.13
H (25.225, 21.659, -4.315)  0.10
H (20.184, 21.136, -13.768)  0.13
H (20.059, 23.554, -14.342)  0.14
H (25.125, 23.407, -3.979)  0.13
H (23.725, 28.539, -7.133)  0.13
H (20.871, 22.289, -15.258)  0.14
H (24.532, 30.384, -5.885)  0.14
H (24.729, 23.881, -8.395)  0.05
H (26.087, 30.265, -6.783)  0.14
H (28.573, 24.979, -8.433)  0.12
H (23.156, 21.460, -3.445)  0.10
H (19.987, 22.066, -12.377)  0.14
H (18.981, 23.191, -1.123)  0.07
H (26.127, 22.827, -8.037)  0.11
H (28.515, 26.720, -8.051)  0.13
H (27.790, 19.066, -13.367)  0.13
H (27.532, 20.123, -10.890)  0.13
H (28.443, 26.253, -5.644)  0.12

Cartesian forces (eV/Å) of the 2 atoms listed first:
Cl 0.2 0.3 -0.1
Cl 0.3 0.1 0.6

=====

A molecular structure, C31H44CsN7O2P2. Source: OMol25; level of theory: ωB97M-V with the def2-TZVPD basis set.

## Properties
energy above the lowest of the compared OMol25 structures with the same formula, charge and spin = 0.000 eV
LUMO energy = 0.004 Ha
strongest force on any atom = 0.6 eV Å⁻¹
HOMO-LUMO gap = 5.5 eV

Last column: Löwdin charge in e.
Positions of all 87 atoms, in Å:
Cs (-0.328, 0.024, -0.677)  1.06
P (0.814, 3.402, -0.110)  1.03
P (-3.974, -0.647, 1.112)  0.50
O (-3.114, -0.390, -0.071)  -0.47
O (2.565, -0.136, -0.418)  -0.23
N (-3.222, -1.203, 2.469)  -0.30
N (-4.671, 0.766, 1.619)  -0.29
N (1.106, -5.177, 0.157)  -0.09
N (-0.031, -3.085, -0.334)  -0.16
N (-5.098, -1.825, 0.764)  -0.31
N (-1.012, -4.660, 1.247)  -0.08
N (-0.964, -5.188, -1.134)  -0.08
C (-5.030, 1.783, 0.642)  -0.09
C (3.270, 2.111, -0.116)  -0.27
C (-1.703, 3.224, 3.099)  -0.11
C (3.483, 4.506, -0.098)  -0.08
C (1.266, -3.752, -0.155)  -0.16
C (0.309, -5.291, 1.379)  -0.17
C (4.867, 4.370, -0.176)  -0.09
C (2.263, 1.000, -0.037)  -0.52
C (-5.255, 0.956, 2.933)  -0.11
C (-1.709, -5.298, 0.124)  -0.17
C (-3.371, -2.507, 3.088)  -0.10
C (-6.272, -1.985, 1.603)  -0.11
C (-1.129, 3.469, 1.859)  -0.11
C (-0.755, -3.764, -1.414)  -0.18
C (0.071, 7.170, -1.532)  -0.09
C (0.546, 5.238, -0.150)  -0.40
C (2.676, 3.373, -0.046)  -0.31
C (-0.805, -3.251, 0.898)  -0.22
C (0.657, 6.083, 0.955)  -0.10
C (0.179, 3.060, 1.577)  -0.41
C (-0.976, 2.562, 4.079)  -0.12
C (4.649, 1.982, -0.209)  -0.04
C (-5.284, -2.264, -0.612)  -0.10
C (5.453, 3.112, -0.228)  -0.09
C (-2.261, -0.314, 3.114)  -0.10
C (0.317, 2.139, 3.806)  -0.08
C (0.474, 7.451, 0.820)  -0.09
C (0.245, 5.799, -1.391)  -0.11
C (0.355, -5.804, -0.934)  -0.17
C (0.184, 7.997, -0.424)  -0.10
C (0.892, 2.380, 2.563)  -0.08
H (-2.578, -0.048, 4.128)  0.09
H (-4.963, 1.931, 3.332)  0.08
H (-7.120, -1.395, 1.236)  0.09
H (1.807, -3.261, 0.655)  0.13
H (-4.485, 1.613, -0.282)  0.07
H (-4.766, 2.773, 1.023)  0.08
H (1.898, 2.049, 2.346)  0.09
H (0.171, -6.347, 1.618)  0.12
H (-4.901, 0.189, 3.619)  0.07
H (-3.918, -3.178, 2.430)  0.08
H (1.849, -3.645, -1.070)  0.13
H (-1.859, -6.354, 0.355)  0.12
H (0.219, -6.863, -0.709)  0.12
H (-1.414, 2.380, 5.053)  0.10
H (0.847, -4.812, 2.200)  0.13
H (-0.186, -3.666, -2.340)  0.13
H (-6.127, -1.751, -1.090)  0.09
H (-1.730, -3.285, -1.541)  0.12
H (-2.148, 0.610, 2.549)  0.06
H (0.930, -5.713, -1.858)  0.13
H (-6.058, -1.679, 2.626)  0.07
H (-5.488, -3.338, -0.635)  0.08
H (0.886, 1.623, 4.570)  0.10
H (-1.282, -0.797, 3.185)  0.09
H (-2.685, -4.823, 0.000)  0.12
H (0.044, 9.066, -0.527)  0.10
H (-1.690, 3.998, 1.096)  0.11
H (-0.269, -2.762, 1.717)  0.13
H (6.531, 3.018, -0.287)  0.10
H (-6.350, 0.920, 2.904)  0.08
H (-2.714, 3.558, 3.305)  0.10
H (-0.158, 7.591, -2.503)  0.10
H (-1.776, -2.770, 0.773)  0.10
H (-6.105, 1.779, 0.428)  0.08
H (3.053, 5.498, -0.076)  0.09
H (-4.387, -2.062, -1.189)  0.06
H (-6.574, -3.036, 1.621)  0.09
H (-2.390, -2.948, 3.274)  0.08
H (-3.899, -2.437, 4.046)  0.09
H (0.892, 5.657, 1.924)  0.11
H (5.070, 0.984, -0.265)  0.11
H (0.564, 8.097, 1.685)  0.10
H (0.150, 5.139, -2.246)  0.09
H (5.487, 5.259, -0.196)  0.10

Cartesian forces (eV/Å) of the 2 atoms listed first:
Cs -0.3 0.0 -0.2
P 0.3 -0.2 -0.2

=====

12 unconnected molecules or ions with the total composition C31H44F8O28 at a distorted geometry. Source: OMol25; level of theory: ωB97M-V with the def2-TZVPD basis set.

## Properties
energy above the lowest of the compared OMol25 structures with the same formula, charge and spin = 0.000 eV
LUMO energy = 0.002 Ha
SMILES = O=C1OC[C@@H](F)O1.O=C1OC[C@@H](F)O1.O=C1OC[C@@H](F)O1.O=C1OC[C@@H](F)O1.O=C1OC[C@@H](F)O1.O=C1OC[C@@H](F)O1.O=C1OC[C@@H](F)O1.O=C1OC[C@@H](F)O1.C1CCOC1.CO.CO.CO
strongest force on any atom = 1.7 eV Å⁻¹
HOMO-LUMO gap = 10.3 eV

Last column: Löwdin charge in e.
Positions of all 111 atoms, in Å:
F (3.638, 1.600, 4.967)  0.04
F (-4.847, 2.930, -4.209)  0.08
F (2.446, 1.749, -5.569)  0.09
F (5.390, -1.847, 0.134)  0.08
F (4.510, -4.036, -4.969)  0.07
F (-2.362, -3.356, -5.175)  0.07
F (2.479, -6.789, 1.980)  0.07
F (0.004, -0.758, -0.938)  0.06
O (-2.563, 0.546, 0.485)  0.08
O (-6.185, 0.845, -2.534)  0.09
O (0.019, -0.505, 4.151)  -0.15
O (0.409, 2.618, -2.939)  0.07
O (2.146, -3.582, -2.553)  0.08
O (6.052, -0.106, -1.146)  0.14
O (-0.810, 1.316, -0.642)  0.13
O (-7.902, 2.146, -1.825)  0.19
O (-2.517, 2.695, -0.214)  0.17
O (3.187, -3.659, 0.697)  0.05
O (3.964, -0.388, -1.866)  0.07
O (4.420, -1.910, 3.297)  0.19
O (2.361, 1.647, -3.326)  0.13
O (2.802, -0.420, 2.866)  0.06
O (-6.107, 3.097, 2.628)  -0.12
O (5.640, -0.303, -3.366)  0.19
O (-3.032, 5.215, -1.768)  -0.13
O (1.443, -4.866, 1.379)  0.14
O (3.069, -2.445, -4.226)  0.15
O (-3.884, -2.099, -4.113)  0.10
O (1.846, 2.253, -1.233)  0.16
O (4.801, 0.309, 3.517)  0.14
O (-2.920, -3.161, -2.395)  0.09
O (0.564, 3.298, 4.383)  -0.12
O (-5.177, -3.116, -2.564)  0.20
O (1.143, -2.687, 0.945)  0.18
O (-5.831, 3.003, -2.150)  0.12
O (1.043, -1.844, -3.476)  0.16
C (3.963, 1.408, 3.622)  -0.27
C (1.982, -2.563, -3.425)  -0.53
C (-2.897, 6.360, -0.940)  -0.15
C (-1.901, -2.405, -3.062)  -0.06
C (4.042, -3.370, -3.870)  -0.30
C (3.697, -4.915, 1.118)  -0.05
C (-4.783, 1.080, -2.641)  -0.04
C (1.861, -3.623, 0.969)  -0.53
C (-5.875, 2.458, 1.375)  -0.15
C (5.258, -0.265, -2.247)  -0.54
C (-2.524, -2.224, -4.429)  -0.31
C (-2.059, 1.601, -0.158)  -0.54
C (-0.237, -0.986, 6.446)  -0.15
C (-1.354, -0.768, 4.359)  -0.23
C (2.707, 1.007, 2.879)  -0.05
C (1.627, 1.475, -4.532)  -0.29
C (4.041, -0.790, 3.231)  -0.56
C (2.455, -5.787, 1.060)  -0.32
C (-4.101, -2.846, -2.960)  -0.54
C (0.508, 2.481, -4.363)  -0.03
C (3.915, -0.086, -0.475)  -0.07
C (-4.729, 2.574, -2.897)  -0.32
C (-1.455, -0.259, 0.909)  -0.02
C (3.270, -4.340, -2.998)  -0.04
C (-6.780, 1.999, -2.149)  -0.54
C (5.289, -0.498, -0.027)  -0.30
C (-0.050, 3.295, 3.089)  -0.14
C (-1.617, -0.627, 5.852)  -0.15
C (1.564, 2.189, -2.386)  -0.55
C (0.679, -0.372, 5.421)  -0.20
C (-0.306, 0.189, -0.011)  -0.31
H (-0.234, 2.255, 2.785)  0.06
H (-0.152, -2.074, 6.460)  0.12
H (0.575, 0.359, 0.605)  0.16
H (4.513, -5.300, 0.517)  0.14
H (1.311, 0.433, -4.575)  0.16
H (-0.156, 3.035, 4.966)  0.07
H (-6.608, 1.667, 1.177)  0.08
H (-1.656, -1.758, 4.005)  0.13
H (-3.368, 6.217, 0.035)  0.08
H (-4.894, 1.969, 1.355)  0.06
H (-1.949, -0.025, 3.819)  0.11
H (3.997, -4.822, 2.165)  0.15
H (-4.344, 0.981, -1.644)  0.13
H (0.700, 3.450, -4.822)  0.15
H (-0.960, -2.950, -3.071)  0.12
H (5.699, -0.031, 0.865)  0.17
H (-3.859, 3.065, -2.475)  0.13
H (-1.850, 6.648, -0.813)  0.07
H (-3.413, 7.172, -1.451)  0.08
H (-1.671, -1.321, 0.919)  0.15
H (3.807, -4.789, -2.168)  0.13
H (2.744, 1.398, 1.856)  0.13
H (0.806, 0.706, 5.604)  0.11
H (-6.106, 2.415, 3.303)  0.07
H (4.916, -2.887, -3.435)  0.16
H (2.243, -6.259, 0.097)  0.17
H (-0.968, 3.879, 3.066)  0.09
H (3.727, 0.972, -0.291)  0.12
H (4.484, 2.328, 3.376)  0.17
H (-5.940, 3.203, 0.589)  0.08
H (-1.830, 0.419, 6.082)  0.11
H (1.761, 1.314, 3.308)  0.10
H (3.129, -0.662, 0.018)  0.14
H (-0.188, -0.578, 7.452)  0.12
H (-0.458, 2.127, -4.720)  0.14
H (-1.162, 0.051, 1.913)  0.10
H (-4.323, 0.488, -3.424)  0.13
H (2.902, -5.167, -3.610)  0.15
H (-2.415, -1.258, 6.233)  0.11
H (0.664, 3.701, 2.373)  0.09
H (-2.158, -1.353, -4.965)  0.17
H (-1.699, -1.466, -2.543)  0.12
H (-2.733, 4.435, -1.289)  0.02
H (1.691, -0.770, 5.360)  0.12

Cartesian forces (eV/Å) of the 2 atoms listed first:
F 0.1 -0.4 -0.2
F -0.2 -0.2 0.0

=====

8 unconnected molecules or ions with the total composition C31H44N7O13 at a distorted geometry. Source: OMol25; level of theory: ωB97M-V with the def2-TZVPD basis set.

## Properties
energy above the lowest of the compared OMol25 structures with the same formula, charge and spin = 2.913 eV
LUMO energy = 0.025 Ha
strongest force on any atom = 11.1 eV Å⁻¹
net charge = -1
HOMO-LUMO gap = 5.8 eV

Last column: Löwdin charge in e.
Positions of all 95 atoms, in Å:
O (1.056, 34.765, 64.857)  -0.01
O (0.707, 36.410, 58.607)  -0.02
O (-1.663, 31.787, 61.198)  -0.12
O (-5.120, 34.294, 58.793)  0.02
O (2.523, 28.181, 65.392)  -0.10
O (-4.243, 34.181, 66.502)  -0.09
O (-6.083, 39.070, 64.137)  0.03
O (-6.187, 32.624, 57.870)  0.09
O (-2.019, 33.367, 62.794)  0.07
O (-5.723, 34.418, 62.811)  0.09
O (-7.469, 34.629, 61.524)  0.04
O (-0.965, 33.759, 60.883)  0.00
O (-4.701, 40.813, 64.285)  0.03
N (-6.475, 34.036, 61.975)  -0.36
N (-2.542, 35.843, 66.385)  -0.16
N (2.103, 36.131, 63.308)  -0.20
N (-4.955, 39.620, 63.956)  -0.35
N (-5.172, 33.285, 58.001)  -0.33
N (-1.043, 36.678, 57.349)  -0.16
N (0.673, 29.251, 64.404)  -0.24
C (-7.419, 30.384, 60.338)  -0.12
C (-2.731, 31.859, 55.449)  -0.07
C (2.080, 29.153, 64.627)  -0.17
C (-1.544, 33.032, 61.598)  -0.90
C (-3.891, 32.895, 57.436)  -0.13
C (-0.486, 37.855, 56.598)  -0.05
C (-5.125, 31.783, 61.575)  0.09
C (2.508, 36.219, 61.891)  -0.05
C (-3.583, 36.599, 61.794)  -0.03
C (-1.591, 36.421, 65.460)  -0.06
C (-2.101, 36.988, 61.625)  -0.06
C (-2.437, 36.283, 56.934)  -0.03
C (-0.418, 36.028, 58.329)  -0.36
C (-2.553, 39.175, 63.100)  0.06
C (-7.588, 31.776, 60.961)  0.06
C (2.438, 37.195, 64.212)  -0.05
C (-1.633, 38.188, 62.271)  -0.08
C (-4.063, 38.806, 63.211)  -0.11
C (-1.458, 31.635, 56.170)  -0.08
C (-4.516, 37.410, 62.646)  0.03
C (-2.699, 32.684, 58.192)  0.03
C (-6.390, 32.606, 61.515)  -0.07
C (-5.106, 30.341, 60.973)  0.03
C (-6.298, 29.732, 60.440)  -0.17
C (-1.401, 32.190, 57.477)  0.00
C (-3.846, 32.753, 55.839)  0.05
C (-0.212, 28.156, 64.855)  -0.09
C (-2.598, 36.125, 67.828)  -0.01
C (-3.543, 35.067, 65.821)  -0.22
C (0.068, 30.396, 63.919)  -0.14
C (1.518, 34.957, 63.743)  -0.31
H (3.313, 36.852, 64.781)  0.09
H (-2.366, 40.168, 63.514)  0.08
H (-2.795, 37.175, 56.023)  0.17
H (-0.666, 32.003, 58.297)  0.11
H (2.507, 29.946, 64.251)  0.07
H (-6.314, 28.640, 60.231)  0.11
H (3.592, 36.175, 61.881)  0.07
H (-2.690, 31.140, 54.546)  0.11
H (-0.948, 28.649, 65.677)  0.12
H (2.765, 38.027, 63.656)  0.06
H (-3.347, 34.970, 64.578)  0.16
H (2.570, 37.219, 61.505)  0.07
H (-4.270, 32.237, 62.038)  0.06
H (-8.296, 29.715, 59.982)  0.12
H (-0.093, 37.748, 55.663)  0.04
H (0.321, 31.339, 64.336)  0.06
H (-4.257, 29.855, 60.969)  0.03
H (-2.574, 35.319, 56.576)  0.01
H (0.169, 27.321, 65.546)  0.08
H (-2.604, 33.228, 59.151)  0.09
H (-2.946, 36.188, 57.893)  0.07
H (-8.409, 32.438, 60.844)  0.06
H (-1.491, 35.775, 64.716)  0.01
H (-0.600, 38.579, 61.990)  0.10
H (-1.913, 34.197, 63.278)  0.07
H (-0.800, 30.948, 55.944)  0.03
H (-0.654, 27.603, 63.884)  0.12
H (-0.664, 36.371, 65.883)  0.04
H (0.153, 38.453, 57.312)  0.10
H (-5.629, 37.152, 62.627)  0.11
H (-1.617, 37.487, 65.282)  0.09
H (-1.296, 38.603, 56.321)  0.08
H (0.366, 30.448, 62.711)  0.14
H (-0.749, 35.091, 58.721)  0.11
H (-1.357, 36.455, 60.892)  0.11
H (-4.153, 35.791, 61.241)  0.09
H (-3.410, 36.022, 68.240)  -0.02
H (-2.651, 37.148, 68.095)  0.08
H (1.556, 37.324, 64.898)  0.10
H (2.042, 35.479, 61.187)  0.11
H (-1.742, 35.442, 68.210)  0.15
H (-1.052, 30.559, 63.639)  0.12
H (-4.758, 33.001, 55.363)  0.06
H (1.184, 34.388, 62.833)  0.14

Cartesian forces (eV/Å) of the 2 atoms listed first:
O 1.0 -0.1 -0.1
O 0.9 0.0 1.3